No. 1
Formula: C3H7FN2O
Source: the OMol25 dataset
Level of theory: ωB97M-V/def2-TZVPD

XYZ file:
```
14
Properties=species:S:1:pos:R:3:forces:R:3:lowdin_charge:R:1
H 0.316603 -1.771679 -1.371322 -0.335 0.725 0.194 0.069
N -0.213351 -0.922380 -1.088945 0.464 -1.534 0.317 0.135
C 0.237162 -0.457176 0.001769 1.313 1.309 -1.170 -0.412
C -0.351011 0.899957 0.460655 0.438 -2.953 0.701 -0.133
C -1.549653 1.096665 -0.338947 -1.867 0.710 -1.013 -0.244
F -1.997272 2.392325 -0.032844 -0.293 0.075 -0.256 -0.072
N 1.389743 -0.893433 0.701087 0.078 1.425 0.597 -0.032
O 2.300792 -1.712300 -0.092113 -1.212 0.537 1.207 -0.062
H -0.568215 0.853848 1.519109 -0.330 -0.012 0.375 0.124
H 0.256185 1.741068 0.337710 1.600 1.031 -0.453 0.106
H -2.330155 0.401447 -0.059091 -0.311 -0.118 0.082 0.119
H -1.421893 0.981331 -1.435337 0.179 0.442 0.827 0.123
H 1.809565 0.008121 1.146195 0.028 -2.590 -1.245 0.169
H 2.121501 -2.617793 0.252075 0.249 0.952 -0.163 0.109
```
Forces are in eV/Å.

Output
HOMO-LUMO gap: 10.595 eV
Relative energy (zero: lowest compared OMol25 entry of this formula, charge and spin): 1.840 eV
HOMO: -9.89 eV
DFT total energy: -10967.3262 eV
SMILES: [H]/N=C(/CCF)NO



No. 2
Formula: C28H62IO17P3S
Source: the OMol25 dataset
Level of theory: ωB97M-V/def2-TZVPD

XYZ file:
```
112
Properties=species:S:1:pos:R:3:forces:R:3:lowdin_charge:R:1
C 11.328283 -5.814182 -6.282897 -0.144 0.516 -0.541 -0.131
C 11.470429 -5.768599 -7.889877 -0.047 0.182 0.554 -0.252
C 11.151824 -4.311170 -8.454751 -0.072 -0.152 0.342 -0.218
C 9.872305 -3.619037 -7.756728 1.696 0.911 0.287 -0.239
C 9.419393 -2.353348 -8.613597 -0.265 -0.448 -0.868 -0.210
C 7.859998 -2.016149 -8.559090 0.965 0.694 -0.093 -0.156
C 7.178214 -2.169923 -7.129322 -1.085 0.061 -1.934 -0.714
I 8.283887 -1.466054 -5.359154 0.204 -0.766 -0.735 1.027
O 6.116140 -1.143074 -7.198173 -1.284 -1.561 2.022 -0.317
S 4.976774 -1.528333 -6.013880 -4.315 4.169 1.329 0.737
O 3.584603 -1.305490 -6.548869 4.146 -2.193 -0.372 -0.299
O 4.994049 -0.639064 -4.805350 2.050 -3.317 -2.510 -0.305
O 5.446962 -3.134713 -5.796651 0.215 1.598 0.069 -0.250
C 6.274875 -3.502039 -6.951259 -0.954 1.064 -1.414 -0.248
C 5.169715 -3.636622 -8.122525 0.071 -1.067 -1.254 -0.083
C 5.327643 -4.997852 -8.962012 0.921 1.470 -1.385 -0.198
O 5.899067 -4.987403 -10.057695 -1.341 -0.342 2.678 0.022
H 10.212780 -5.856213 -6.062892 1.486 -0.139 0.077 0.066
H 11.725993 -4.864232 -5.789078 -0.432 -1.188 -0.775 0.076
H 11.888780 -6.678364 -5.816365 -0.874 0.831 -0.633 0.070
H 12.527677 -6.088790 -8.187618 -1.520 0.454 0.270 0.105
H 10.720297 -6.507185 -8.326431 1.056 0.833 0.494 0.105
H 10.983503 -4.333406 -9.576117 0.245 -0.145 1.249 0.102
H 12.081096 -3.666023 -8.269609 -1.389 -0.684 -0.240 0.122
H 9.047014 -4.354353 -7.512970 0.838 0.784 -0.619 0.101
H 10.268054 -3.215083 -6.761562 -0.830 -0.762 -1.219 0.055
H 10.030116 -1.410354 -8.403529 -0.783 -1.444 0.104 0.119
H 9.650665 -2.608050 -9.708247 -0.418 0.457 1.434 0.112
H 7.324323 -2.594462 -9.388060 0.483 0.460 1.552 0.126
H 7.737997 -0.913958 -8.848468 0.120 -1.518 0.522 0.137
H 6.817332 -4.496136 -6.921326 -0.506 1.433 1.083 0.163
H 4.124946 -3.651298 -7.682471 1.370 0.079 -0.260 0.125
H 5.207300 -2.802826 -8.885453 0.061 -0.922 1.007 0.130
H 4.857516 -5.936114 -8.529769 0.498 0.724 -0.377 0.132
C 1.618445 -2.652448 -4.544650 -0.116 -0.194 0.113 -0.077
C 0.158593 -2.416761 -4.195551 0.159 0.250 -0.365 -0.281
O -0.389569 -3.447798 -3.377432 1.258 0.114 0.308 -0.222
P -0.142728 -3.441124 -1.727661 -7.288 -1.806 -4.505 0.716
O -0.603878 -2.005339 -1.481515 3.987 -0.513 1.626 -0.260
O -1.553274 -4.167164 -1.251222 1.247 -0.216 0.762 -0.218
C -2.486302 -3.411354 -0.477434 -0.322 0.100 0.015 -0.293
C -3.421798 -2.608757 -1.366349 -0.205 -0.068 -0.227 -0.070
O 0.470247 -5.024329 -1.851023 0.797 2.032 2.176 -0.203
C 1.604901 -5.422229 -2.583826 0.502 -0.101 -0.412 -0.297
C 2.900254 -4.846810 -2.045279 0.252 -0.370 0.206 -0.078
H 2.232375 -2.705786 -3.641928 0.027 0.080 0.001 0.067
H 2.009804 -1.854023 -5.169197 -0.128 0.043 0.079 0.050
H 1.745952 -3.591884 -5.090101 -0.036 0.052 0.009 0.079
H 0.048069 -1.438116 -3.726360 -0.106 -0.061 0.140 0.105
H -0.419825 -2.402937 -5.121045 -0.160 -0.097 0.111 0.120
H -1.960072 -2.774206 0.230421 0.007 0.077 -0.068 0.085
H -3.071126 -4.120061 0.116972 0.186 -0.131 -0.170 0.119
H -2.901953 -2.137443 -2.202025 0.149 0.051 0.220 0.071
H -3.927240 -1.832459 -0.788577 -0.028 -0.027 -0.003 0.068
H -4.182325 -3.255467 -1.810318 0.007 -0.004 0.107 0.077
H 1.458468 -5.213728 -3.643259 -0.058 0.334 0.037 0.095
H 1.654921 -6.512351 -2.510305 -0.241 0.062 0.192 0.126
H 2.790137 -3.811041 -1.721379 0.002 0.098 -0.177 0.065
H 3.685055 -4.911767 -2.802507 -0.027 0.127 0.055 0.080
H 3.234253 -5.420750 -1.175465 -0.052 0.136 -0.038 0.079
C -3.621765 3.230604 -0.466912 0.025 -0.249 0.026 -0.079
C -4.445290 3.565079 0.766348 -0.151 0.312 -0.313 -0.293
O -4.388367 2.549485 1.762529 1.131 0.029 -0.647 -0.224
P -3.099658 2.470876 2.821173 -8.296 -1.068 1.844 0.710
O -3.132754 3.929349 3.278855 3.784 -1.183 -1.507 -0.256
O -3.872438 1.826174 4.139190 1.376 -0.293 -0.398 -0.225
C -4.000284 2.599156 5.332615 -0.271 0.249 0.174 -0.293
C -5.253499 3.462986 5.295167 -0.207 -0.058 0.007 -0.070
O -2.858328 0.851461 2.357701 2.130 1.942 1.000 -0.202
C -2.545551 0.394461 1.062243 0.192 -0.070 -0.665 -0.293
C -1.180476 0.850928 0.581641 0.243 -0.386 -0.059 -0.076
H -2.569112 3.094428 -0.209050 0.008 0.071 -0.035 0.059
H -3.685189 4.023778 -1.212239 -0.037 0.086 0.068 0.079
H -3.971542 2.307352 -0.935767 0.007 0.069 0.036 0.075
H -4.130211 4.530026 1.166289 0.009 -0.056 0.185 0.103
H -5.490851 3.660376 0.467861 -0.052 -0.086 0.186 0.118
H -3.101520 3.189148 5.498820 -0.063 0.134 -0.079 0.099
H -4.074156 1.901556 6.172824 0.030 -0.154 -0.256 0.115
H -5.410355 3.933283 4.323202 0.282 0.030 0.043 0.070
H -5.206341 4.244701 6.055471 -0.040 -0.045 0.022 0.078
H -6.140626 2.853212 5.483730 0.061 0.004 0.066 0.069
H -3.347816 0.650271 0.370500 0.008 0.325 0.047 0.095
H -2.545663 -0.698103 1.108416 -0.032 0.081 0.291 0.110
H -0.958675 1.879588 0.871425 -0.149 0.116 -0.082 0.063
H -1.112060 0.753169 -0.503816 0.059 0.039 0.079 0.079
H -0.400518 0.220229 1.018406 -0.051 0.125 -0.044 0.080
C -7.233124 7.852073 12.134471 0.213 -0.024 -0.113 -0.081
C -8.223677 7.481578 11.042537 -0.242 0.319 0.201 -0.292
O -7.632525 6.723959 9.991885 0.576 -0.110 1.144 -0.227
P -7.414207 5.076601 10.153038 -2.860 4.483 -6.961 0.713
O -8.848878 4.756251 10.573355 2.847 -1.608 2.772 -0.253
O -7.559870 4.629242 8.563490 0.913 -0.676 1.029 -0.227
C -8.661272 3.813257 8.164077 -0.371 -0.008 -0.184 -0.292
C -9.872470 4.665723 7.810885 0.000 0.164 -0.183 -0.073
O -5.770955 5.319605 9.780034 -0.987 -2.349 1.754 -0.208
C -4.854745 6.093504 10.517887 0.326 0.409 0.350 -0.297
C -4.569402 5.533062 11.897494 0.464 -0.172 0.004 -0.082
H -6.800346 6.958232 12.589437 -0.060 0.022 0.065 0.058
H -7.712365 8.432129 12.923398 -0.109 -0.029 -0.021 0.080
H -6.412233 8.452622 11.734443 -0.078 -0.023 0.022 0.075
H -9.072141 6.954664 11.481553 -0.003 -0.133 -0.127 0.103
H -8.605357 8.401506 10.596141 -0.003 -0.096 -0.180 0.118
H -8.886340 3.079482 8.934938 -0.120 0.099 0.064 0.100
H -8.353152 3.249183 7.278207 0.240 0.179 0.097 0.109
H -10.026693 5.485320 8.514375 0.048 -0.221 0.159 0.068
H -10.777837 4.056853 7.782671 0.026 0.000 -0.017 0.077
H -9.737782 5.127669 6.829791 0.004 -0.085 0.012 0.075
H -5.178014 7.133744 10.543042 -0.287 -0.070 0.125 0.095
H -3.921706 6.097074 9.947467 -0.173 -0.193 -0.167 0.127
H -5.465519 5.135984 12.376556 -0.092 0.156 0.052 0.063
H -4.125622 6.303110 12.532563 -0.104 -0.067 0.037 0.084
H -3.851657 4.710033 11.828449 -0.146 0.027 0.037 0.079
```
Forces are in eV/Å.

Output
HOMO-LUMO gap: 8.731 eV
HOMO: -9.91 eV
DFT total energy: -111645.2376 eV
SMILES: CCCCCC[C@@]1(I)OS(=O)(=O)O[C@H]1CC=O.CCOP(=O)(OCC)OCC.CCOP(=O)(OCC)OCC.CCOP(=O)(OCC)OCC



No. 3
Formula: C39H52Cl3MnN5O7P2S
Source: the OMol25 dataset
Level of theory: ωB97M-V/def2-TZVPD

XYZ file:
```
110
Properties=species:S:1:pos:R:3:forces:R:3:lowdin_charge:R:1
Mn 0.340381 0.340369 0.008791 -1.259 0.381 0.536 0.793
C -3.404906 -4.792729 -1.420701 0.222 0.342 0.014 -0.025
C -2.918173 -3.387882 -1.749305 -0.811 -0.021 -0.036 -0.425
C -3.609796 -2.823140 -2.983194 0.288 0.030 0.303 -0.026
O -1.512438 -3.469511 -2.058660 0.939 0.081 0.222 -0.181
P -0.246702 -2.912436 -1.311774 -0.417 -0.553 -0.182 0.499
O -0.206423 -1.420499 -1.230477 0.087 0.969 0.535 -0.301
C -0.136405 -3.661107 0.352208 0.453 0.879 -0.281 -0.167
P 1.178153 -2.746829 1.219393 0.415 -0.626 0.243 0.493
O 0.901624 -1.301963 1.414798 -0.432 1.239 -0.549 -0.304
O 1.436919 -3.336579 2.648576 -0.348 0.375 -0.498 -0.163
C 2.070146 -4.615399 2.898107 0.316 -0.702 0.369 -0.431
C 3.188599 -4.347564 3.893699 -0.235 0.026 -0.325 -0.018
C 1.016450 -5.573014 3.429656 0.140 0.282 -0.173 -0.024
O 2.408848 -3.080733 0.288099 -0.739 -0.042 0.351 -0.191
C 3.623572 -2.295594 0.316080 0.675 0.326 -0.060 -0.413
C 3.543173 -1.248847 -0.787094 -0.302 -0.139 0.266 -0.013
C 4.770589 -3.276284 0.120804 -0.302 0.201 0.149 -0.015
O 0.944346 -3.582511 -2.066767 -0.441 0.112 0.551 -0.165
C 1.186234 -3.560956 -3.494482 0.236 -0.045 -0.935 -0.400
C 1.030121 -2.155917 -4.049366 0.109 -0.170 0.272 -0.045
C 0.285938 -4.538815 -4.233816 0.141 0.072 0.276 -0.030
H -4.476581 -4.779667 -1.251956 -0.141 -0.008 0.044 0.093
H -2.919438 -5.181614 -0.530211 0.051 -0.064 0.137 0.076
H -3.190020 -5.463304 -2.247985 0.003 -0.051 -0.119 0.095
H -3.065189 -2.715899 -0.894013 0.086 -0.049 -0.072 0.142
H -3.364853 -3.437789 -3.846802 -0.062 -0.067 -0.065 0.091
H -3.277546 -1.805469 -3.177026 0.020 0.089 -0.028 0.078
H -4.686391 -2.819712 -2.839709 -0.096 -0.010 -0.006 0.092
H 0.099097 -4.717068 0.273483 0.073 -0.162 -0.030 0.092
H -1.077952 -3.528993 0.884542 -0.055 0.057 0.037 0.094
H 2.483735 -4.988038 1.952659 -0.029 0.049 0.117 0.136
H 2.777769 -3.889654 4.789987 -0.037 0.019 0.120 0.079
H 3.918546 -3.667896 3.461047 0.124 0.072 -0.002 0.077
H 3.690756 -5.270787 4.164355 0.042 -0.123 0.019 0.096
H 0.552138 -5.146984 4.315307 -0.045 -0.003 0.119 0.093
H 1.467607 -6.526307 3.690105 0.045 -0.073 0.007 0.096
H 0.244527 -5.749049 2.683139 -0.093 -0.067 -0.030 0.074
H 3.700351 -1.795210 1.291735 -0.011 -0.136 -0.121 0.145
H 3.469635 -1.743608 -1.752690 -0.040 0.005 -0.113 0.085
H 4.426282 -0.615419 -0.777145 0.031 0.076 0.021 0.101
H 2.649418 -0.616207 -0.641445 0.292 -0.089 -0.065 0.050
H 4.680100 -3.771821 -0.843150 -0.003 -0.017 -0.085 0.094
H 4.751996 -4.033107 0.900714 0.023 -0.077 0.071 0.079
H 5.725882 -2.764042 0.169106 0.114 0.105 -0.030 0.096
H 2.229186 -3.891645 -3.568863 -0.215 0.086 0.037 0.151
H -0.000625 -1.831353 -3.910063 -0.055 0.132 -0.152 0.075
H 1.272691 -2.156681 -5.108748 -0.026 0.014 -0.078 0.099
H 1.688317 -1.458996 -3.536017 0.054 0.117 0.019 0.070
H -0.732140 -4.162976 -4.267049 -0.077 -0.020 -0.078 0.070
H 0.285085 -5.511751 -3.751599 0.026 -0.127 0.029 0.093
H 0.653155 -4.655801 -5.250085 0.036 -0.015 -0.076 0.097
N -2.578042 2.287223 -0.693576 -0.287 0.227 -0.095 0.136
C -1.756023 2.037885 -1.772225 0.330 -0.102 -0.166 -0.274
C -2.303885 2.150521 -3.058015 0.253 -0.014 0.075 0.016
C -1.491669 1.917286 -4.144642 0.111 0.018 0.330 -0.026
C -0.146701 1.615454 -3.936383 0.203 0.068 0.114 -0.042
C 0.321660 1.560605 -2.641527 -0.116 0.112 -0.350 -0.128
N -0.466490 1.743698 -1.569823 0.322 -0.880 0.601 0.060
C -2.461665 1.928827 0.627161 0.003 -0.169 0.149 -0.269
C -3.350150 2.519108 1.539892 0.107 -0.097 0.102 0.015
C -3.328949 2.117254 2.854091 0.164 -0.130 -0.265 -0.025
C -2.450241 1.102472 3.230161 0.094 -0.146 -0.019 -0.044
C -1.609812 0.573253 2.277157 -0.180 -0.005 0.504 -0.125
N -1.585221 0.989972 1.000908 1.182 -0.425 -0.537 0.081
H -3.437394 2.770792 -0.917448 0.179 -0.064 0.014 0.155
H -3.345759 2.405951 -3.182276 -0.069 -0.004 0.011 0.123
H -1.887810 1.978871 -5.144145 -0.078 0.012 -0.149 0.123
H 0.515638 1.448563 -4.768815 0.123 -0.007 -0.061 0.115
H 1.371191 1.389991 -2.405704 -0.124 -0.091 -0.232 0.117
H -4.039404 3.280652 1.206805 0.002 0.068 -0.073 0.125
H -3.989985 2.568451 3.576474 -0.102 0.052 0.055 0.124
H -2.438455 0.723809 4.239864 0.066 -0.049 0.068 0.107
H -0.926043 -0.234812 2.510083 0.035 0.101 0.060 0.091
Cl 8.014027 2.838255 3.844996 0.205 0.037 -0.057 0.721
C 6.373139 2.651285 4.314904 -0.395 -0.159 0.133 -0.668
C 5.779150 1.396499 4.273994 0.147 0.153 -0.103 -0.092
C 4.454159 1.268077 4.638973 -0.038 0.231 0.045 -0.022
C 3.701413 2.359076 5.059776 -0.175 0.009 0.180 -0.178
C 2.262491 2.140834 5.467177 0.100 0.116 -0.266 -0.306
C 1.273530 2.948479 4.581877 -0.161 -0.143 1.123 -0.070
N 1.479123 2.788821 3.165130 0.111 -0.564 -0.495 -0.039
C 1.549302 3.795982 2.250290 0.062 0.188 -0.646 -0.019
C 1.600260 3.207070 1.020845 -0.050 0.378 0.000 -0.110
N 1.568260 1.846781 1.169433 -0.945 -1.239 -0.243 0.002
C 1.503625 1.635702 2.480121 0.058 -0.156 0.066 -0.147
O 2.097384 2.526457 6.815934 0.084 0.224 -0.183 -0.100
C 1.142312 1.799700 7.571796 -0.177 -0.126 0.068 -0.140
C 1.584678 0.397892 7.883853 -0.229 -0.065 -0.458 -0.305
C 1.308484 -0.710700 7.131647 0.312 -0.218 0.494 -0.960
Cl 0.358353 -0.787587 5.701111 -0.196 -0.078 -0.212 0.661
S 1.994539 -2.160210 7.788785 -0.218 0.548 -0.107 0.998
C 2.654073 -1.265913 9.097625 -0.106 -0.130 -0.218 -0.384
C 2.367026 0.055801 9.017626 0.140 -0.225 0.040 -0.120
C 4.326740 3.604850 5.124625 0.269 -0.531 -0.181 -0.572
Cl 3.499594 4.997350 5.700604 -0.038 0.455 0.098 0.796
C 5.652412 3.753400 4.748430 0.052 -0.020 -0.071 -0.112
H 6.349308 0.537169 3.962698 0.114 -0.081 -0.041 0.106
H 3.993643 0.291244 4.617086 -0.089 -0.136 0.018 0.116
H 2.041022 1.073807 5.358102 0.125 0.125 -0.061 0.080
H 1.377645 4.004824 4.835255 -0.105 -0.222 -0.145 0.091
H 0.256826 2.621158 4.825417 0.054 0.135 -0.016 0.131
H 1.552385 4.827165 2.535875 0.040 0.214 0.097 0.132
H 1.671637 3.667383 0.054294 -0.046 0.100 -0.088 0.108
H 1.499374 0.664219 2.939523 -0.130 -0.133 0.104 0.120
H 0.167419 1.784520 7.065764 0.071 0.033 0.079 0.117
H 1.049778 2.365290 8.502558 -0.116 -0.103 -0.148 0.143
H 3.200552 -1.788717 9.856472 0.175 -0.051 0.185 0.074
H 2.700111 0.775936 9.741777 0.047 0.163 0.164 0.124
H 6.120511 4.722781 4.792716 0.057 0.114 0.034 0.110
```
Forces are in eV/Å.

Output
HOMO-LUMO gap (alpha / beta): 7.393 / 7.732 eV
Relative energy (zero: lowest compared OMol25 entry of this formula, charge and spin): 0.075 eV
HOMO (alpha / beta): -12.66 / -12.66 eV
DFT total energy: -161364.2138 eV
Total charge: +2
Multiplicity: 2